Density functional theory data (wB97M-V/def2-TZVPD) for a molecular structure, C24H45N6O4PS3Ti.

Its spin multiplicity is 2. Its LUMO energy (alpha / beta) is -1.8 / -1.8 eV. The value obtained for the HOMO-LUMO gap (alpha / beta) is 6.362 / 5.630 eV. As for the charge: +1. The HOMO energy (alpha / beta) is -0.30150 / -0.27471 Eh.

```
84
Properties=species:S:1:pos:R:3:mulliken_charge:R:1
Ti -0.909 -0.509 -0.169 0.56
C -4.132 1.955 -2.442 -1.00
N -4.491 0.904 -1.497 0.18
C -5.741 1.109 -0.781 -0.98
C -3.597 -0.015 -1.159 1.01
O -2.484 -0.099 -1.709 -0.84
C -3.921 -1.024 -0.060 -1.48
O -2.810 -1.899 0.031 -0.23
C -2.851 -3.060 -0.775 -1.17
C -1.487 -3.268 -1.431 0.67
O -0.620 -2.395 -1.348 -0.49
N -1.295 -4.408 -2.100 0.15
C -2.277 -5.481 -2.171 -0.97
C 0.008 -4.700 -2.684 -0.90
H -4.964 2.116 -3.128 0.38
H -3.249 1.657 -2.996 0.23
H -3.920 2.878 -1.900 0.32
H -6.560 1.193 -1.494 0.32
H -5.685 2.029 -0.196 0.31
H -5.956 0.285 -0.108 0.38
H -4.845 -1.571 -0.265 0.64
H -4.004 -0.516 0.900 0.56
H -3.609 -2.973 -1.559 0.57
H -3.099 -3.916 -0.143 0.52
H -3.290 -5.110 -2.053 0.37
H -2.084 -6.244 -1.413 0.30
H -2.211 -5.948 -3.153 0.34
H 0.640 -3.822 -2.612 0.15
H -0.117 -4.978 -3.730 0.33
H 0.478 -5.529 -2.152 0.35
O 1.169 -0.391 0.038 -1.27
P 2.125 0.768 -0.131 -0.59
N 3.694 0.345 -0.434 0.06
C 4.023 -0.339 -1.692 -0.63
C 4.000 -1.837 -1.347 -0.12
C 4.298 -1.890 0.169 -0.61
C 4.421 -0.415 0.596 -0.69
N 1.647 1.626 -1.443 0.84
C 2.124 2.977 -1.768 -0.51
C 1.753 3.133 -3.239 -0.93
C 0.454 2.337 -3.336 -0.89
C 0.738 1.112 -2.473 0.59
N 2.228 1.664 1.223 0.73
C 1.360 1.438 2.391 1.04
C 1.581 2.688 3.231 -0.75
C 3.041 3.036 2.947 -0.81
C 3.159 2.785 1.446 -0.53
H 5.025 -0.027 -1.997 0.39
H 3.331 -0.059 -2.484 0.24
H 4.725 -2.396 -1.937 0.48
H 3.011 -2.247 -1.549 -0.20
H 5.206 -2.446 0.397 0.43
H 3.472 -2.363 0.700 0.18
H 5.465 -0.094 0.585 0.42
H 4.014 -0.213 1.586 0.30
H 3.198 3.069 -1.591 0.38
H 1.603 3.722 -1.160 0.28
H 2.521 2.678 -3.869 0.30
H 1.645 4.176 -3.532 0.41
H 0.180 2.070 -4.355 0.44
H -0.365 2.907 -2.890 0.27
H 1.199 0.307 -3.057 0.30
H -0.194 0.729 -2.051 -0.44
H 1.674 0.534 2.928 0.20
H 0.327 1.317 2.081 -1.17
H 1.377 2.524 4.290 0.31
H 0.923 3.485 2.877 0.32
H 3.699 2.354 3.492 0.32
H 3.310 4.056 3.218 0.40
H 4.169 2.526 1.129 0.39
H 2.841 3.671 0.889 0.25
S -0.894 -1.700 2.209 -0.56
C -1.043 -0.659 3.504 0.45
N -0.498 -0.890 4.695 -0.18
C -0.617 0.156 5.703 -0.45
C -1.872 0.929 5.320 -0.62
S -1.984 0.805 3.502 -0.01
H 0.138 -1.667 4.793 0.25
H 0.268 0.799 5.679 0.15
H -0.702 -0.284 6.695 0.36
H -1.811 1.976 5.605 0.41
H -2.765 0.489 5.760 0.38
S -1.863 2.803 0.554 -0.37
C -1.448 1.267 0.401 0.48
```


Density functional theory data (wB97M-V/def2-TZVPD) for a molecular structure, C17H18IMoS5Si.

Its LUMO energy (alpha / beta) is -5.1 / -5.1 eV. The value obtained for the HOMO-LUMO gap (alpha / beta) is 5.591 / 5.582 eV. As for the charge: +1. The HOMO energy (alpha / beta) is -0.39249 / -0.39231 Eh.

```
43
Properties=species:S:1:pos:R:3:nbo_charge:R:1
Mo 0.064 0.116 -0.224 0.67
I -2.858 -0.615 0.955 0.32
C -3.271 -1.653 -0.768 -0.14
C -4.444 -2.316 -1.025 -0.20
C -4.601 -2.975 -2.259 -0.17
C -3.603 -2.972 -3.203 -0.18
C -2.393 -2.297 -2.949 0.02
C -1.313 -2.279 -3.892 -0.11
C -0.132 -1.642 -3.646 -0.21
C 0.006 -0.965 -2.396 -0.21
C -1.010 -0.962 -1.483 -0.24
C -2.242 -1.630 -1.717 -0.12
H -5.245 -2.340 -0.301 0.24
H -5.528 -3.494 -2.459 0.24
H -3.737 -3.488 -4.144 0.23
H -1.450 -2.799 -4.832 0.24
H 0.672 -1.642 -4.366 0.24
H 0.954 -0.446 -2.189 0.25
C 3.438 -0.898 -1.248 -1.12
Si 2.503 0.708 -0.932 1.25
C 2.445 1.698 -2.540 -1.12
C 3.413 1.703 0.360 -1.12
H 4.456 -0.681 -1.586 0.25
H 2.989 -1.546 -2.000 0.23
H 3.526 -1.480 -0.324 0.24
H 3.463 1.938 -2.863 0.25
H 1.924 2.649 -2.395 0.24
H 1.966 1.188 -3.374 0.23
H 4.430 1.858 -0.009 0.25
H 3.477 1.196 1.318 0.25
H 2.965 2.680 0.528 0.25
C 1.940 2.091 5.954 -0.74
S 1.390 0.809 4.805 0.32
C -0.153 1.454 4.302 -0.37
C -0.574 1.543 3.019 -0.45
S 0.509 1.204 1.692 0.12
S -2.199 2.116 2.756 0.45
C -2.625 2.361 4.436 -0.58
S -4.067 2.904 4.922 0.09
S -1.323 1.906 5.510 0.49
H 2.955 1.817 6.232 0.25
H 1.333 2.110 6.855 0.23
H 1.950 3.068 5.478 0.23
```


Density functional theory data (wB97M-V/def2-TZVPD) for a molecular structure, C49H86F14N14O31S14.

Its LUMO energy is -2.0 eV. The value obtained for the HOMO-LUMO gap is 7.327 eV. As for the charge: 0. The HOMO energy is -0.34351 Eh.

```
208
Properties=species:S:1:pos:R:3:mulliken_charge:R:1
C -19.661 10.219 24.239 -2.54
C -19.121 10.634 22.850 1.64
C -17.691 10.243 22.377 -0.77
C -17.495 8.780 22.065 -0.41
C -18.457 8.241 21.015 -0.96
C -19.964 8.426 21.424 2.67
N -20.142 9.886 21.891 1.27
O -21.130 10.449 21.594 -0.45
C -20.483 7.451 22.532 -1.01
C -20.885 8.285 20.209 -2.97
C -19.312 12.133 22.643 -1.76
H -19.730 9.189 24.561 0.43
H -20.629 10.601 24.321 0.68
H -19.010 10.713 24.925 0.69
H -16.904 10.564 23.136 0.46
H -17.605 10.703 21.409 0.09
H -17.536 7.992 22.834 0.33
H -16.527 8.764 21.578 0.25
H -18.332 7.162 21.029 -0.09
H -18.344 8.625 20.029 0.32
H -21.358 7.800 23.099 0.31
H -19.749 7.119 23.233 0.06
H -20.598 6.424 22.010 -0.23
H -20.790 8.937 19.393 0.82
H -21.905 8.325 20.521 0.78
H -20.765 7.245 19.735 0.12
H -18.989 12.506 21.627 0.24
H -18.567 12.576 23.324 0.46
H -20.306 12.435 22.906 0.53
C -22.361 8.901 14.171 -1.10
C -23.136 7.614 14.319 -0.58
N -23.686 7.397 15.734 0.85
C -24.530 8.540 16.219 -1.29
C -24.542 6.129 15.624 0.01
C -26.028 6.339 15.361 -1.37
C -22.670 7.153 16.876 -1.19
C -21.464 6.314 16.405 -0.79
O -21.763 5.172 15.763 -0.36
C -20.602 4.332 15.629 -0.69
H -21.562 8.851 14.937 0.18
H -23.033 9.731 14.345 0.34
H -22.045 8.971 13.110 0.43
H -22.485 6.711 14.101 0.34
H -24.044 7.553 13.714 0.63
H -23.933 9.407 16.248 0.57
H -24.898 8.164 17.188 -0.10
H -25.218 8.689 15.406 0.62
H -24.471 5.607 16.575 0.18
H -23.991 5.629 14.813 0.45
H -26.546 6.814 16.194 0.27
H -26.396 5.306 15.201 0.43
H -26.258 6.957 14.458 0.34
H -23.285 6.888 17.701 0.87
H -22.344 8.163 17.184 0.42
H -20.851 6.116 17.278 0.78
H -20.758 6.824 15.742 0.15
H -20.799 3.540 15.001 0.35
H -20.204 4.057 16.611 0.19
H -19.808 4.966 15.165 0.28
C -12.077 3.904 25.097 -1.10
C -12.588 3.238 23.848 -0.34
N -12.071 3.853 22.541 0.69
C -10.708 4.342 22.671 -1.40
C -12.167 2.871 21.290 -0.25
C -11.522 1.550 21.422 -1.34
C -12.792 5.090 22.022 0.05
C -14.304 5.129 22.064 -0.71
O -14.868 4.110 21.369 -0.41
C -16.330 4.315 21.182 -0.83
H -12.374 4.978 25.189 0.21
H -10.974 3.955 25.100 0.31
H -12.511 3.442 26.010 0.41
H -13.623 3.205 23.852 0.43
H -12.195 2.257 23.876 0.33
H -10.294 4.573 21.673 0.31
H -10.105 3.539 23.031 0.53
H -10.666 5.150 23.358 0.52
H -11.682 3.423 20.444 0.35
H -13.215 2.770 21.093 0.33
H -11.453 1.100 20.384 0.36
H -12.095 0.914 22.099 0.35
H -10.580 1.719 21.905 0.35
H -12.441 5.163 21.024 0.60
H -12.435 5.891 22.637 -0.61
H -14.547 6.106 21.624 0.34
H -14.828 5.187 23.047 0.45
H -16.788 3.337 21.015 0.27
H -16.378 4.924 20.286 0.34
H -16.685 4.820 22.077 0.32
C -28.467 10.940 23.877 -0.96
N -27.516 9.791 24.082 0.33
C -27.073 9.097 23.086 -1.08
C -26.142 8.094 23.263 -0.01
C -25.745 7.705 24.582 0.95
C -26.268 8.485 25.567 -0.52
C -27.095 9.541 25.286 -0.16
C -25.002 6.438 24.775 1.16
C -24.434 5.811 23.672 -0.22
C -23.649 4.719 23.840 -0.58
N -23.391 4.270 25.053 0.29
C -23.874 4.879 26.181 -0.51
C -24.729 5.993 26.058 -0.98
C -22.503 3.100 25.224 -0.86
H -29.433 10.479 23.762 0.45
H -28.139 11.701 23.161 0.33
H -28.584 11.444 24.854 0.33
H -27.392 9.367 22.098 0.74
H -25.776 7.749 22.360 0.38
H -26.122 8.286 26.585 0.30
H -27.411 10.155 26.116 0.27
H -24.668 6.111 22.616 -0.04
H -23.269 4.038 23.075 0.27
H -23.621 4.560 27.206 0.49
H -25.146 6.307 26.994 0.50
H -22.307 2.574 24.290 0.31
H -23.080 2.462 25.909 0.39
H -21.622 3.449 25.798 0.23
C -15.607 11.338 13.618 -0.91
N -15.051 11.492 15.068 0.23
C -15.143 10.476 15.970 -0.51
C -14.638 10.698 17.241 -1.42
C -14.067 11.949 17.603 1.35
C -14.081 12.975 16.670 -0.89
C -14.572 12.713 15.391 -0.21
C -13.563 12.154 19.069 2.17
C -12.661 13.223 19.237 -0.81
C -12.121 13.317 20.447 -1.69
N -12.469 12.546 21.504 0.62
C -13.264 11.548 21.395 -0.92
C -13.851 11.316 20.162 -0.02
C -11.605 12.690 22.696 -0.87
H -16.680 11.337 13.818 0.44
H -15.229 10.479 13.094 0.30
H -15.352 12.258 13.109 0.30
H -15.682 9.587 15.652 0.71
H -14.548 9.955 17.994 0.60
H -13.633 13.912 16.890 0.31
H -14.514 13.561 14.674 0.39
H -12.465 14.018 18.541 0.46
H -11.432 14.097 20.741 0.62
H -13.410 10.880 22.292 0.29
H -14.446 10.435 19.963 0.26
H -11.830 11.806 23.364 0.21
H -11.822 13.662 23.145 0.34
H -10.606 12.616 22.353 0.47
N -26.343 8.253 20.359 -0.32
S -26.261 9.494 19.384 1.07
O -26.725 9.238 18.097 -0.56
O -24.982 10.087 19.668 -0.51
F -27.357 10.420 20.073 -0.28
S -26.253 6.852 19.862 0.84
O -26.108 5.903 20.896 -0.54
O -25.405 6.645 18.780 -0.44
F -27.658 6.581 19.022 -0.41
N -11.099 7.962 22.758 -0.36
S -12.073 8.476 23.900 1.04
O -12.019 9.858 24.346 -0.66
O -12.233 7.393 24.776 -0.54
F -13.604 8.575 23.093 -0.19
S -11.060 8.713 21.407 0.96
O -9.959 8.205 20.686 -0.66
O -11.349 10.090 21.352 -0.33
F -12.355 8.037 20.776 -0.23
N -12.679 16.402 19.633 -0.32
S -13.701 16.074 20.739 1.09
O -13.059 16.151 22.004 -0.67
O -14.625 15.033 20.480 -0.44
F -14.622 17.320 20.711 -0.26
S -12.788 16.674 18.062 1.11
O -13.900 15.974 17.450 -0.54
O -11.503 16.607 17.495 -0.61
F -13.228 18.224 18.056 -0.25
N -24.876 11.659 24.929 -0.49
S -24.722 11.730 23.299 1.17
O -25.935 12.348 22.839 -0.74
O -24.098 10.616 22.702 -0.37
F -23.677 12.867 23.167 -0.24
S -23.761 10.741 25.748 1.21
O -24.400 10.262 26.981 -0.66
O -22.484 11.413 25.925 -0.63
F -23.442 9.536 24.842 -0.10
N -20.367 5.314 26.891 -0.45
S -20.398 6.594 25.996 0.90
O -21.448 6.490 24.989 0.03
O -19.131 7.090 25.707 -0.65
F -20.978 7.778 26.884 -0.30
S -20.864 5.009 28.341 1.03
O -22.043 5.878 28.694 -0.56
O -19.827 4.764 29.277 -0.57
F -21.492 3.576 28.105 -0.25
N -21.241 3.859 21.690 -0.04
S -19.672 3.770 21.635 0.65
O -19.022 4.694 20.770 -0.31
O -19.077 2.492 21.855 -0.70
F -19.545 4.284 23.117 -0.23
S -22.049 3.254 20.467 1.12
O -23.172 2.552 20.926 -0.68
O -21.128 2.676 19.505 -0.62
F -22.684 4.586 19.803 -0.08
N -17.842 9.747 17.625 -0.19
S -18.620 9.419 16.239 0.87
O -18.119 10.034 15.052 -0.58
O -20.031 9.306 16.434 -0.54
F -18.129 7.898 16.070 -0.32
S -17.728 11.308 18.015 1.04
O -17.210 12.181 16.987 -0.56
O -17.257 11.546 19.367 -0.46
F -19.248 11.640 18.200 -0.28
```


Density functional theory data (wB97M-V/def2-TZVPD) for C4H9N3 in the gas phase.

Its LUMO energy is 1.2 eV. The value obtained for the HOMO-LUMO gap is 9.006 eV. The SMILES is C=CC[C@H]1NN1N. As for the charge: 0. The HOMO energy is -0.28644 Eh.

```
16
Properties=species:S:1:pos:R:3:nbo_charge:R:1
C -1.702 -1.117 0.149 -0.50
C -0.621 -0.777 0.882 -0.10
C -0.098 0.813 1.358 -0.46
C 0.584 1.181 0.092 0.04
N 1.874 0.553 -0.173 -0.45
N 0.720 -0.102 -0.678 -0.12
N 0.636 0.040 -2.083 -0.68
H -1.934 -0.602 -0.778 0.17
H -2.303 -1.972 0.434 0.21
H -0.402 -1.430 1.727 0.18
H -0.938 1.467 1.596 0.23
H 0.615 0.713 2.181 0.21
H 0.318 2.066 -0.473 0.21
H 2.187 0.028 0.644 0.34
H 1.345 -0.552 -2.512 0.36
H -0.278 -0.309 -2.366 0.36
```


Density functional theory data (wB97M-V/def2-TZVPD) for 2 unconnected molecules or ions with the total composition C3H8O3.

Its LUMO energy is 0.5 eV. The value obtained for the HOMO-LUMO gap is 10.984 eV. The SMILES is O=CO.CCO. As for the charge: 0. The HOMO energy is -0.38365 Eh.

```
14
Properties=species:S:1:pos:R:3:nbo_charge:R:1
O 1.304 -2.583 -0.646 -0.54
C 0.394 -1.852 -0.296 0.61
O -0.461 -1.665 -1.342 -0.71
H 0.145 -1.442 0.655 0.14
H -1.336 -1.274 -1.259 0.49
C 0.785 1.518 0.215 -0.61
C -0.528 2.302 0.372 -0.08
O -1.272 1.638 1.487 -0.74
H 1.244 1.915 -0.711 0.21
H 1.355 1.930 1.066 0.20
H 0.609 0.418 0.186 0.20
H -1.097 1.933 -0.498 0.18
H -0.252 3.313 0.561 0.18
H -1.135 2.281 2.268 0.47
```


How do the records compare in molecular weight? In the order shown, they have 656.704; 633.596; 2082.204; 99.137; 92.094 u.